Density functional theory data (the ωB97M-V functional and the def2-TZVPD basis) for a cluster of 27 separate species, C27H108O27 in total.

The charge is 0. The value obtained for the orbital gap is 9.62 eV. The value obtained for the lowest unoccupied orbital energy is 0.3 eV. The calculation puts the HOMO energy at -9.284 eV. The energy relative to the best compared isomer or geometry (same formula, charge and spin) comes out at 817.5 kJ/mol. For the strongest force on any atom, the calculation gives 2.576 eV/A.

Positions of all 162 atoms, in Å:
C: -3.068 -5.018 -3.459
O: -3.200 -5.829 -2.338
H: -2.562 -5.551 -4.250
H: -4.026 -4.636 -3.871
H: -2.460 -4.146 -3.267
H: -3.234 -5.211 -1.573
C: -2.817 -1.673 3.001
O: -3.214 -1.523 1.631
H: -1.835 -2.090 3.159
H: -2.792 -0.625 3.392
H: -3.583 -2.201 3.589
H: -3.240 -2.373 1.213
C: -0.315 -5.630 4.866
O: -1.646 -5.107 4.843
H: 0.373 -5.166 4.198
H: 0.037 -5.635 5.882
H: -0.430 -6.685 4.570
H: -1.612 -4.161 4.992
C: 0.437 2.026 -4.781
O: 0.826 1.072 -3.780
H: -0.330 2.647 -4.314
H: 1.277 2.638 -5.034
H: 0.066 1.583 -5.647
H: 1.618 0.552 -4.024
C: 4.219 -1.486 -0.435
O: 3.796 -0.175 -0.642
H: 4.644 -1.559 0.607
H: 3.400 -2.182 -0.498
H: 5.011 -1.687 -1.146
H: 2.947 -0.017 -0.251
C: 2.149 7.291 -2.822
O: 1.716 5.912 -2.646
H: 2.745 7.476 -3.706
H: 1.205 7.828 -2.774
H: 2.829 7.604 -1.976
H: 2.522 5.394 -2.449
C: 3.315 -2.289 -3.659
O: 2.984 -0.913 -3.397
H: 2.971 -2.992 -2.880
H: 2.884 -2.617 -4.595
H: 4.407 -2.444 -3.748
H: 3.307 -0.659 -2.514
C: -2.154 6.127 -3.420
O: -1.278 5.065 -2.905
H: -3.114 5.979 -2.929
H: -1.860 7.078 -3.037
H: -2.269 6.014 -4.508
H: -0.333 5.304 -2.978
C: 5.138 1.691 1.619
O: 3.986 1.333 2.385
H: 5.972 1.874 2.347
H: 5.444 0.863 0.941
H: 5.008 2.589 1.082
H: 3.174 1.399 1.841
C: -4.047 3.274 -1.456
O: -2.676 2.940 -1.255
H: -4.590 2.327 -1.308
H: -4.493 3.983 -0.731
H: -4.280 3.661 -2.487
H: -2.195 3.696 -1.692
C: -6.265 0.250 1.648
O: -5.285 0.225 0.611
H: -5.771 0.165 2.617
H: -6.867 1.232 1.566
H: -6.927 -0.607 1.641
H: -4.619 -0.411 0.898
C: 5.956 1.275 -3.186
O: 6.148 2.729 -3.285
H: 6.700 0.701 -2.650
H: 5.029 1.120 -2.612
H: 5.808 0.934 -4.204
H: 6.992 2.986 -3.652
C: 3.366 3.081 -1.316
O: 3.994 4.264 -1.935
H: 4.172 2.461 -0.969
H: 2.809 3.306 -0.438
H: 2.659 2.618 -2.032
H: 4.778 3.936 -2.476
C: -7.357 0.269 -2.013
O: -6.308 -0.790 -1.902
H: -7.759 0.486 -1.029
H: -6.931 1.230 -2.391
H: -8.093 -0.065 -2.712
H: -5.857 -0.404 -1.139
C: 1.910 0.588 7.014
O: 1.875 -0.701 7.603
H: 2.803 0.648 6.452
H: 1.005 0.770 6.380
H: 1.785 1.326 7.815
H: 1.783 -0.510 8.544
C: -6.609 -4.081 -2.784
O: -7.681 -3.526 -2.037
H: -5.958 -3.271 -3.164
H: -5.940 -4.625 -2.185
H: -7.102 -4.642 -3.550
H: -7.328 -2.938 -1.405
C: 3.633 -5.929 -0.203
O: 3.108 -4.659 -0.544
H: 4.313 -5.966 0.637
H: 2.909 -6.692 0.047
H: 4.151 -6.292 -1.092
H: 2.868 -4.224 0.316
C: 0.862 2.023 2.707
O: -0.060 0.974 2.858
H: 1.737 1.941 3.401
H: 1.192 2.142 1.687
H: 0.373 2.969 2.991
H: -0.810 1.124 2.248
C: -3.144 2.298 2.244
O: -2.123 1.869 1.388
H: -4.105 1.849 2.114
H: -2.862 2.139 3.271
H: -3.306 3.366 2.232
H: -2.247 2.158 0.484
C: 3.975 3.452 5.029
O: 3.954 2.021 5.004
H: 3.620 3.676 6.030
H: 4.949 3.956 5.019
H: 3.371 3.867 4.205
H: 4.159 1.711 4.090
C: -0.064 -3.979 -2.181
O: -0.706 -2.929 -1.429
H: 1.010 -4.014 -1.968
H: -0.410 -4.965 -1.891
H: -0.186 -3.921 -3.279
H: -0.573 -2.101 -1.931
C: 1.085 -3.175 1.437
O: 2.488 -3.226 1.673
H: 0.648 -4.178 1.283
H: 0.467 -2.655 2.160
H: 0.888 -2.560 0.491
H: 2.579 -3.238 2.637
C: 3.178 -0.972 3.971
O: 2.480 -2.162 4.307
H: 2.474 -0.210 3.683
H: 3.862 -0.580 4.759
H: 3.838 -1.201 3.159
H: 1.947 -1.941 5.081
C: -0.246 4.873 0.118
O: 0.688 5.921 0.262
H: -0.203 4.293 -0.817
H: -0.030 4.124 0.875
H: -1.278 5.261 0.213
H: 0.941 6.115 -0.633
C: -2.384 -4.654 0.858
O: -3.014 -3.712 -0.065
H: -1.607 -4.092 1.431
H: -3.200 -4.941 1.568
H: -1.839 -5.482 0.380
H: -2.246 -3.288 -0.529
C: 0.250 0.215 -0.466
O: 1.286 -0.063 0.473
H: 0.692 0.417 -1.415
H: -0.332 -0.708 -0.541
H: -0.409 1.035 -0.101
H: 0.839 -0.128 1.325
C: -2.219 -0.276 -3.193
O: -1.011 -1.075 -3.562
H: -2.076 0.737 -3.653
H: -3.121 -0.711 -3.595
H: -2.307 -0.238 -2.093
H: -0.362 -0.362 -3.659

Force components x, y, z for each atom (eV/Å):
-0.3959 0.8189 -1.0632
-0.0754 0.3143 1.3431
0.0607 -0.4130 -0.2305
0.2327 -0.3640 0.2886
0.2188 0.4220 0.1910
-0.1646 -0.6177 -0.4764
-1.1506 1.8305 0.1809
0.2966 0.8272 1.1038
0.3646 -0.3673 -0.2574
0.1112 -0.8303 -0.1501
0.2915 -0.1272 -0.1924
-0.0733 -1.1177 -0.8339
-1.4174 -1.3117 0.3462
0.2195 0.0422 -0.4079
0.4564 0.6340 -0.5255
0.5352 0.1404 0.4459
0.1752 0.3639 0.0135
0.0413 0.1778 0.0807
0.5397 0.3281 2.1089
0.0391 -0.2946 -0.1483
0.0509 -0.0135 -0.1324
0.5296 0.5707 -0.2210
-0.7450 -0.9749 -1.5150
-0.2969 0.2545 -0.0144
0.6710 -0.1391 1.8955
0.7590 1.1905 -1.4461
-0.2335 -0.2597 -0.8781
-0.1104 -0.4225 -0.2376
0.0444 -0.2943 -0.1683
-1.0900 -0.1739 0.7276
0.1860 -0.6315 1.7237
0.7442 0.6286 -0.1161
-0.3269 -0.1883 -0.5996
0.3261 0.5528 -0.2794
-0.9098 -0.2825 -0.5484
-0.1033 -0.2108 -0.0939
0.6062 -0.2076 0.5632
0.0068 -0.5134 -0.1730
-0.0404 0.4746 -0.0988
-0.2884 0.3136 -0.2260
-0.3333 0.2624 0.0470
-0.0806 -0.0701 -0.0818
0.3008 -1.8726 0.5911
-0.4136 0.6797 -0.3604
-0.1899 -0.3478 -0.2185
0.6496 0.8779 -0.3516
0.1551 0.4896 0.3881
-0.4777 0.1101 -0.0419
1.2261 -1.4132 1.0484
-0.2397 0.2221 -0.7889
-0.7496 -0.2595 -0.5308
-0.2665 0.5862 0.3504
-0.3033 1.0409 -0.7367
0.7224 -0.1336 0.3267
-1.1871 -0.7105 -0.3005
0.2213 1.8159 -0.7524
-0.0243 0.3431 -0.2031
0.6435 -0.0798 -0.1232
0.4726 -0.4215 0.8284
0.0520 -1.0064 0.5725
-0.3314 1.3441 0.0424
-0.6444 0.1447 0.0252
0.0227 0.4942 0.1594
0.9780 -1.6243 0.2078
-0.4265 -0.1811 -0.5005
0.5460 -0.2449 0.0215
-0.9304 1.1603 -0.2575
-0.5157 -0.7991 0.9119
0.6809 0.3252 -0.0659
0.2639 0.2487 -0.3871
0.0594 -0.5259 -0.0224
0.3230 -0.3510 -0.1210
0.7271 0.6451 -1.5776
0.1970 -0.9378 -0.1003
0.0868 -0.8242 -0.2622
-0.5081 1.0045 0.6499
0.6070 -0.1548 0.2902
-1.3259 0.3030 0.8892
1.8376 -0.2648 -0.2492
-1.5134 1.9654 0.0934
-0.3485 -0.1915 0.0967
-0.0689 -0.7257 0.1207
-0.5452 -0.2925 -0.2056
0.7020 -0.5632 0.2893
-1.8825 0.2908 0.2184
-0.3127 -0.2766 0.6982
0.7482 0.7298 -0.5186
0.7173 -0.3755 0.0775
0.6421 0.2665 -0.3197
-0.0014 -0.6824 -0.2024
-0.3278 2.1154 -0.1087
-0.7890 -1.1589 -0.7799
-0.5046 -0.1813 -0.4694
0.6225 -1.4656 0.8866
0.2901 -0.4946 -0.5942
0.6892 1.2692 0.9976
0.2025 -0.3848 -0.8831
-0.1872 -0.0205 1.2903
0.5019 0.6074 0.2579
-0.8274 -0.0357 -0.0785
0.1593 -0.0466 0.1030
0.3600 -0.2570 -0.8625
-0.1375 1.2652 1.2347
0.3798 -1.0291 -0.0414
-0.7930 -0.4091 -0.5553
0.3090 -0.0519 -0.5295
0.1777 -0.0420 -0.1277
0.0521 0.3142 0.1291
-0.0870 0.9013 0.6787
0.3335 -0.5502 0.5047
-0.4948 -0.6625 -0.5441
0.4652 -0.5095 0.3702
0.0741 0.6093 -0.4915
-0.4190 0.3917 -0.6763
-0.1258 -0.4678 0.2863
0.7753 0.3754 -0.6979
-0.6579 0.4405 -0.1374
0.3203 -0.5876 -0.4164
-0.0536 0.0447 0.5060
-0.3453 0.3464 0.6008
0.7558 -0.0806 -0.2564
0.1991 -0.4788 -0.5041
-0.0233 0.2840 0.0293
-0.5907 0.0472 0.3168
-0.1996 0.4150 0.5508
-0.2877 -0.3154 -0.2597
-0.8950 0.6704 -2.3201
-0.8110 0.1172 0.6118
0.3029 0.2552 0.0448
0.4055 0.0847 0.7892
0.4781 -1.1302 1.0707
0.2844 0.0832 0.1038
0.6777 0.1693 0.5011
-0.0281 -0.0103 0.5449
-0.1274 0.3938 -0.1391
-0.7258 -0.3727 -0.0861
0.0997 -0.1392 -0.7249
0.0205 -0.3265 -0.0112
-0.6159 -0.6231 0.3481
-0.1225 -0.2984 -0.0846
0.3067 0.5793 -0.0374
-0.3299 0.0683 0.4113
0.3242 -0.3119 0.0961
0.5705 0.4533 -0.6928
-0.2284 1.2735 0.8327
1.1972 -0.7087 -0.0041
-0.5489 -0.4282 -0.1403
0.9332 -0.2627 -0.6860
-0.6843 0.0560 -0.0531
-0.5240 -0.1935 -0.0761
-0.7824 -0.4388 0.9644
0.2743 0.3697 -0.0755
0.2556 0.4140 -0.6425
-0.3394 0.3038 -0.1690
0.5073 -0.4115 -0.4914
0.1853 -0.0058 0.4904
1.4990 0.0992 -0.3531
-1.5924 0.8758 0.5997
-0.3394 -0.7244 0.7307
-0.0447 -0.3685 -0.2059
0.0285 0.2600 -0.4221
0.5265 -0.1187 -0.0967

Atomic partial charges in e from the Löwdin method, atoms 1 to 5: -0.184, -0.115, 0.079, 0.074, 0.052